15
Properties=species:S:1:pos:R:3:lowdin_charge:R:1 method="wB97M-V/def2-TZVPD" de_lowest_kj_mol=240.4 lumo_ev=0.623 gap_ev=8.494
C 1.574 0.288 1.165 0.0169
C 0.414 -0.370 1.087 -0.4276
N 0.152 -1.497 1.922 0.0529
C -0.684 -0.147 0.095 -0.0659
C -0.451 0.707 -0.918 -0.1564
C -0.956 0.513 -2.311 -0.1012
H 2.347 -0.049 1.845 0.0484
H 1.864 1.030 0.435 0.0432
H -0.672 -1.298 2.482 0.0809
H 0.946 -1.613 2.542 0.0725
H -1.575 -0.574 0.543 0.1087
H 0.031 1.658 -0.721 0.1079
H -1.193 -0.519 -2.542 0.0699
H -1.716 1.210 -2.664 0.0710
H -0.080 0.660 -2.960 0.0789

=====

63
Properties=species:S:1:pos:R:3:lowdin_charge:R:1 method="wB97M-V/def2-TZVPD" de_lowest_kj_mol=0.0 lumo_ev=0.282 gap_ev=7.283
Zn 0.561 1.437 0.741 0.5765
C 2.072 -0.052 3.090 -0.1965
C 0.633 -0.518 3.378 -0.1778
N -0.256 -0.078 2.308 -0.1226
C -1.483 0.587 2.724 -0.1982
C -1.212 1.994 3.284 -0.1743
N -0.270 2.720 2.447 -0.1135
C 0.825 3.369 3.147 -0.1862
C 1.799 2.308 3.676 -0.1868
N 2.057 1.324 2.635 -0.1135
H 2.686 -0.200 3.993 0.1222
H 2.491 -0.662 2.290 0.1053
H 0.627 -1.609 3.483 0.1253
H 0.299 -0.098 4.330 0.1075
H -0.509 -0.876 1.732 0.0632
H -2.104 0.686 1.831 0.1120
H -2.035 0.006 3.476 0.1229
H -2.172 2.519 3.359 0.1285
H -0.810 1.909 4.296 0.1071
H -0.758 3.385 1.851 0.0850
H 1.347 3.998 2.425 0.1257
H 0.481 4.000 3.980 0.1217
H 2.715 2.796 4.032 0.1251
H 1.352 1.805 4.535 0.1029
H 2.914 1.542 2.140 0.1021
O -1.314 3.427 -0.106 -0.0525
C -0.805 2.371 -0.479 -0.3374
C -1.224 1.812 -1.799 -0.2148
C -1.765 2.659 -2.766 -0.0200
C -2.213 2.162 -3.974 -0.0659
C -2.200 0.794 -4.199 -0.0681
C -1.700 -0.063 -3.236 -0.1113
C -1.152 0.440 -2.059 -0.3137
P -0.346 -0.673 -0.857 1.1002
C -1.452 -2.123 -0.934 -0.3692
C -0.926 -3.411 -0.905 -0.0871
C -1.766 -4.504 -0.808 -0.0844
C -3.137 -4.324 -0.726 -0.0912
C -3.667 -3.044 -0.733 -0.0854
C -2.831 -1.947 -0.826 -0.1041
C 1.127 -1.234 -1.787 -0.3699
C 1.226 -1.371 -3.167 -0.0663
C 2.421 -1.777 -3.736 -0.0833
C 3.528 -2.027 -2.944 -0.1003
C 3.440 -1.877 -1.571 -0.0953
C 2.244 -1.494 -0.998 -0.1475
H -1.833 3.714 -2.544 0.1143
H -2.603 2.828 -4.731 0.1045
H -2.584 0.395 -5.126 0.1049
H -1.758 -1.133 -3.386 0.1077
H 0.145 -3.549 -0.965 0.1010
H -1.349 -5.500 -0.802 0.1032
H -3.792 -5.181 -0.649 0.1009
H -4.736 -2.900 -0.667 0.1034
H -3.245 -0.947 -0.825 0.1077
H 0.390 -1.134 -3.808 0.0904
H 2.495 -1.882 -4.810 0.1060
H 4.464 -2.317 -3.398 0.1056
H 4.308 -2.038 -0.949 0.1068
H 2.171 -1.360 0.073 0.0745
Se 3.921 1.685 -2.600 0.5822
C 2.947 1.638 -1.188 -0.9900
N 2.318 1.592 -0.198 -0.0191

=====

63
Properties=species:S:1:pos:R:3:lowdin_charge:R:1 method="wB97M-V/def2-TZVPD" de_lowest_kj_mol=364.6 lumo_ev="0.320 / 0.223" multiplicity=8 gap_ev="2.712 / 4.531"
P 0.036 -1.653 -3.186 0.8943
P 0.220 2.086 -3.088 0.9248
C -0.263 -0.391 -4.532 -0.3309
C 0.564 0.893 -4.466 -0.3472
H -1.342 -0.194 -4.641 0.0872
H 0.053 -0.917 -5.445 0.0866
H 1.648 0.687 -4.511 0.0813
H 0.315 1.494 -5.359 0.0900
C -1.390 2.696 -3.626 -0.1952
H -1.792 3.403 -2.892 0.0650
H -2.114 1.875 -3.727 0.0591
H -1.240 3.209 -4.579 0.0521
C 1.421 3.346 -3.513 -0.1983
H 1.038 3.866 -4.400 0.0538
H 2.398 2.880 -3.711 0.0617
H 1.529 4.045 -2.678 0.0549
C -1.173 -2.882 -3.609 -0.1924
H -1.231 -3.635 -2.816 0.0600
H -0.847 -3.334 -4.554 0.0561
H -2.153 -2.404 -3.750 0.0662
C 1.678 -2.218 -3.709 -0.2025
H 2.385 -1.374 -3.763 0.0535
H 1.560 -2.655 -4.708 0.0467
H 2.042 -2.970 -2.995 0.0609
Eu 1.172 0.525 3.119 0.6325
C 0.065 2.062 -1.250 -0.4244
C -1.358 1.751 -1.037 -0.3163
C -1.792 0.430 -1.427 -0.2699
C -1.798 -0.686 -0.293 -0.2790
C -0.987 -1.781 -0.760 -0.2989
C 0.333 -1.556 -1.363 -0.4347
C 1.252 -0.256 -1.251 -0.2084
C 0.850 0.974 -0.445 -0.2267
C 0.530 -2.063 4.606 -0.1265
H 0.376 3.090 -0.959 0.1172
H -1.978 2.496 -0.524 0.0783
H -1.176 0.079 -2.309 0.0472
H -2.805 0.417 -1.855 0.1003
H -1.501 -0.229 0.689 0.0632
H -2.829 -1.027 -0.094 0.0983
H -1.200 -2.800 -0.429 0.0500
H 0.991 -2.416 -1.106 0.1114
H 1.566 0.031 -2.277 0.0505
H 2.238 -0.587 -0.875 0.0959
H 0.296 0.701 0.468 0.0164
H 1.778 1.441 -0.097 0.0769
H 1.418 -2.260 5.242 0.0869
H 0.787 -2.209 3.539 0.0428
H -0.306 -2.724 4.882 0.0954
C 1.512 0.122 6.531 -0.0619
C 0.061 -0.105 6.117 -0.6234
C -0.656 -1.056 7.086 -0.0317
C -0.698 1.203 5.933 -0.0644
O 0.079 -0.701 4.752 -0.4756
H 1.547 0.634 7.503 0.1006
H 2.080 0.737 5.811 0.0295
H 2.037 -0.833 6.643 0.0760
H -0.815 -0.558 8.054 0.0950
H -1.642 -1.330 6.694 0.0959
H -0.060 -1.959 7.285 0.0873
H -0.147 1.913 5.281 0.0165
H -1.671 0.996 5.466 0.0919
H -0.892 1.678 6.910 0.0983

=====

97
Properties=species:S:1:pos:R:3:lowdin_charge:R:1 method="wB97M-V/def2-TZVPD" lumo_ev=1.279 total_charge=-1 gap_ev=6.354
Pb 0.717 -1.484 1.325 0.8516
N 3.087 -1.463 -1.895 0.1187
C 2.014 -2.235 -2.227 -0.7225
N 1.123 -2.614 -1.360 0.0248
C 0.126 -3.341 -1.978 -0.3377
C 0.255 -3.500 -3.315 -0.3474
S 1.701 -2.727 -3.851 1.0497
C -0.956 -3.878 -1.138 -0.3466
C -1.838 -4.836 -1.495 -0.3562
S -2.937 -5.123 -0.198 1.0227
C -2.105 -3.937 0.741 -0.7606
N -1.106 -3.368 0.133 0.0298
N -2.493 -3.614 2.008 0.0580
H 3.270 -1.388 -0.907 0.0800
H 3.900 -1.482 -2.487 0.1030
H -0.394 -4.011 -4.002 0.0693
H -1.884 -5.395 -2.411 0.0683
H -2.881 -4.392 2.525 0.0517
H -1.741 -3.171 2.538 -0.0777
N -6.127 2.063 0.485 0.1680
C -7.110 2.985 0.782 -0.1942
C -8.291 3.339 0.137 -0.0269
C -9.041 4.337 0.727 -0.1011
C -8.627 4.959 1.918 -0.0985
C -7.455 4.596 2.547 -0.0172
C -6.685 3.590 1.965 -0.2258
N -5.477 3.046 2.384 0.1878
C -5.191 2.153 1.481 -0.2772
C -3.985 1.304 1.493 -0.1328
C -3.223 1.207 2.649 0.0104
C -2.093 0.410 2.633 -0.1149
N -1.706 -0.268 1.552 -0.0257
C -2.440 -0.180 0.449 -0.1420
C -3.583 0.594 0.371 0.0025
H -6.125 1.409 -0.277 0.1499
H -8.611 2.861 -0.779 0.1054
H -9.965 4.649 0.261 0.0963
H -9.244 5.737 2.346 0.0958
H -7.131 5.068 3.464 0.1108
H -3.511 1.754 3.535 0.1192
H -1.460 0.316 3.507 0.1095
H -2.093 -0.755 -0.402 0.0998
H -4.118 0.650 -0.567 0.1071
C 5.276 3.182 -0.872 -0.0874
C 4.965 2.119 -0.042 -0.0718
C 3.719 1.510 -0.133 -0.1083
C 2.775 1.963 -1.047 -0.3676
C 3.091 3.048 -1.865 -0.1010
C 4.335 3.649 -1.785 -0.0839
P 1.150 1.121 -1.051 1.0672
C 0.013 2.524 -0.692 -0.3524
C -0.462 3.422 -1.647 -0.0994
C -1.307 4.457 -1.281 -0.0884
C -1.693 4.608 0.047 -0.0859
C -1.223 3.722 1.005 -0.0728
C -0.376 2.686 0.635 -0.1024
C 0.805 0.839 -2.831 -0.3883
C -0.501 0.491 -3.183 -0.1094
C -0.839 0.206 -4.494 -0.0867
C 0.132 0.257 -5.488 -0.1067
C 1.436 0.578 -5.149 -0.1073
C 1.772 0.860 -3.830 -0.1182
H 6.244 3.661 -0.801 0.0994
H 5.680 1.768 0.689 0.1063
H 3.462 0.706 0.550 0.0737
H 2.359 3.429 -2.566 0.1020
H 4.569 4.489 -2.426 0.0993
H -0.191 3.301 -2.690 0.1001
H -1.665 5.149 -2.032 0.0975
H -2.352 5.416 0.333 0.0997
H -1.510 3.832 2.042 0.1085
H 0.007 2.008 1.391 0.0605
H -1.268 0.455 -2.416 0.0943
H -1.859 -0.055 -4.744 0.1013
H -0.128 0.044 -6.516 0.0986
H 2.203 0.604 -5.912 0.1021
H 2.798 1.099 -3.580 0.0970
F 9.509 -3.899 2.605 0.1192
C 8.271 -4.106 2.141 -0.1343
C 7.975 -3.865 0.809 -0.1449
F 8.928 -3.410 -0.017 0.1104
C 6.689 -4.091 0.352 -0.2556
F 6.455 -3.821 -0.947 0.0566
C 5.676 -4.560 1.176 -0.4530
Se 3.928 -4.835 0.411 0.6183
C 6.000 -4.804 2.497 -0.2458
F 5.102 -5.299 3.350 0.0673
C 7.280 -4.574 2.984 -0.1356
F 7.572 -4.822 4.264 0.1257
S 2.141 2.733 4.119 0.4292
C 1.895 1.411 3.180 -1.0131
N 1.709 0.493 2.478 -0.1301
Se 0.112 -2.582 3.930 -0.0512
Sb 0.847 -4.989 3.861 -0.1931
Se 2.484 -3.864 1.986 -0.0661
Se 2.172 -5.668 5.691 -0.1397
Se -0.730 -6.460 2.843 -0.1190

=====

15
Properties=species:S:1:pos:R:3:lowdin_charge:R:1 method="wB97M-V/def2-TZVPD" de_lowest_kj_mol=3.9 lumo_ev="-4.588 / -8.263" total_charge=+1 multiplicity=2 gap_ev="10.499 / 6.979"
C 0.457 1.942 -0.880 0.0002
C 0.639 -0.596 -0.908 0.0378
C 0.137 0.615 -0.330 -0.1505
C -0.721 0.564 0.813 0.0215
C -1.021 -0.636 1.380 0.0120
C -0.341 -1.797 0.896 0.0654
C 0.449 -1.778 -0.269 -0.0039
H 0.241 2.737 -0.178 0.0967
H -0.015 2.184 -1.836 0.1254
H 1.540 1.970 -1.071 0.1200
H 1.188 -0.451 -1.828 0.1406
H -1.320 1.402 1.143 0.1383
H -1.776 -0.757 2.119 0.1240
H -0.352 -2.684 1.523 0.1386
H 0.895 -2.714 -0.574 0.1339

=====

17
Properties=species:S:1:pos:R:3:lowdin_charge:R:1 method="wB97M-V/def2-TZVPD" de_lowest_kj_mol=244.1 lumo_ev=-0.294 gap_ev=9.093
C -0.872 1.304 0.991 -0.3040
C -1.177 -1.700 0.815 -0.1698
C 1.663 2.539 -0.494 -0.2122
N 0.052 0.112 -1.033 -0.3476
O -2.657 -0.015 -0.849 -0.3325
O 1.876 -2.129 -1.021 -0.0979
P -1.398 -0.153 -0.123 0.4625
P 0.582 1.326 -0.131 0.7837
H -1.513 2.178 0.871 0.0525
H -0.662 1.125 2.043 0.0445
H -1.139 -2.505 0.084 0.0527
H -0.255 -1.691 1.386 0.0470
H -2.038 -1.846 1.463 0.0484
H 2.401 2.326 -1.245 0.0001
H 1.277 -1.403 -1.249 -0.0469
H 1.912 3.229 0.284 -0.0088
H 1.949 -2.697 -1.792 0.0285